{"formula": "N2O3S", "method": "the ωB97M-V functional and the def2-TZVPD basis", "symbols": ["N", "N", "O", "O", "O", "S"], "coordinates": [[2.0403, -0.3052, 0.0043], [-1.4612, 0.0866, 0.0140], [2.6938, 0.6869, -0.0635], [-2.1287, -0.8932, -0.0960], [-1.7557, 1.2440, 0.0628], [0.6115, -0.8191, 0.0785]], "atomic_forces_ev_per_a": [[1.63, 1.71, -0.05], [2.04, 0.19, 0.07], [-0.19, -0.72, 0.01], [-0.75, -0.34, -0.04], [-0.11, -0.32, -0.01], [-2.62, -0.52, 0.02]], "nbo_charge": [-0.075, 0.422, -0.244, -0.352, -0.332, 0.581], "e_tot_ha": -733.19312, "orbital_gap_ev": [7.5, 7.4], "e_above_lowest_kcal_mol": 141.1}

{"formula": "C26H42Br6O15", "method": "the ωB97M-V functional and the def2-TZVPD basis", "symbols": ["Br", "C", "C", "Br", "H", "H", "H", "H", "Br", "C", "C", "Br", "H", "H", "H", "H", "Br", "C", "C", "Br", "H", "H", "H", "H", "C", "C", "C", "O", "C", "O", "O", "H", "H", "H", "H", "H", "H", "C", "C", "C", "O", "C", "O", "O", "H", "H", "H", "H", "H", "H", "C", "C", "C", "O", "C", "O", "O", "H", "H", "H", "H", "H", "H", "C", "C", "C", "O", "C", "O", "O", "H", "H", "H", "H", "H", "H", "C", "C", "C", "O", "C", "O", "O", "H", "H", "H", "H", "H", "H"], "coordinates": [[3.5348, -1.2965, 1.9432], [3.4948, -2.2204, 3.6522], [4.6425, -1.7764, 4.5243], [4.7013, -2.8224, 6.1484], [3.5905, -3.2757, 3.4095], [2.5073, -2.0699, 4.0778], [4.5604, -0.7384, 4.8255], [5.5662, -1.9471, 3.9793], [-0.7576, -1.0863, 1.6553], [0.1675, 0.2488, 0.6194], [0.4579, -0.2038, -0.7884], [1.4084, -1.9050, -0.9062], [1.0729, 0.5229, 1.1523], [-0.5099, 1.1003, 0.5839], [1.1031, 0.5303, -1.2700], [-0.4345, -0.3602, -1.3850], [-0.7229, 2.2153, -5.9843], [-1.2055, 2.9661, -4.2460], [-0.2152, 2.6230, -3.1607], [1.6432, 2.9880, -3.6781], [-2.2007, 2.5946, -4.0265], [-1.2402, 4.0369, -4.4214], [-0.3142, 1.5933, -2.8364], [-0.3115, 3.3182, -2.3316], [-2.1847, -2.7231, 4.5229], [-1.1462, -2.9207, 5.5874], [-1.2919, -2.0384, 6.8306], [-0.9093, -2.9065, 7.8870], [-1.1048, -4.1912, 7.4968], [-1.0150, -5.1346, 8.2089], [-1.4182, -4.2252, 6.1869], [-3.1770, -2.6334, 4.9749], [-2.2323, -3.5316, 3.7972], [-2.1112, -1.7718, 3.9878], [-0.1115, -2.9427, 5.2433], [-2.3120, -1.6695, 6.9302], [-0.5771, -1.2177, 6.8016], [1.2303, 6.0669, -0.7045], [1.6725, 4.6961, -0.2108], [2.3891, 4.7283, 1.1317], [1.4681, 4.0867, 2.0248], [0.3975, 3.6304, 1.3605], [-0.5204, 3.0567, 1.8463], [0.5077, 3.8773, 0.0359], [2.0331, 6.7927, -0.5708], [0.3074, 6.4440, -0.2610], [1.0205, 6.0174, -1.7775], [2.2122, 4.2466, -1.0336], [2.6757, 5.7347, 1.4248], [3.2915, 4.1159, 1.1377], [6.6986, 0.2607, -1.4775], [5.3865, 0.8885, -1.9038], [4.2859, 0.8253, -0.8439], [4.0018, 2.1975, -0.5421], [4.7467, 3.0108, -1.3123], [4.6726, 4.1957, -1.2785], [5.5809, 2.3034, -2.0967], [7.0754, 0.7221, -0.5645], [7.4593, 0.4173, -2.2467], [6.6021, -0.8217, -1.3879], [5.0991, 0.4481, -2.8578], [4.5586, 0.3174, 0.0806], [3.3760, 0.3485, -1.2118], [-2.7924, -2.6525, -1.2555], [-4.2331, -2.2777, -0.9983], [-5.0109, -3.3981, -0.2819], [-5.0618, -2.9000, 1.0773], [-4.6489, -1.6130, 1.1300], [-4.6460, -0.9511, 2.1153], [-4.2586, -1.1858, -0.0936], [-2.6013, -3.3930, -2.0345], [-2.3520, -3.0777, -0.3418], [-2.1457, -1.7909, -1.4290], [-4.7077, -2.0141, -1.9463], [-4.4106, -4.2997, -0.2452], [-6.0487, -3.4479, -0.5953], [-4.4087, 0.1806, -5.5035], [-3.9185, -0.6704, -4.3666], [-3.8493, -2.1703, -4.6635], [-2.4490, -2.4402, -4.7680], [-1.7473, -1.4088, -4.2509], [-0.5999, -1.4115, -3.9671], [-2.5719, -0.3617, -3.9935], [-3.9125, -0.0824, -6.4381], [-4.1548, 1.2191, -5.2898], [-5.4885, 0.0666, -5.5680], [-4.5354, -0.4257, -3.4986], [-4.2936, -2.4232, -5.6274], [-4.3294, -2.8071, -3.9187]], "atomic_forces_ev_per_a": [[0.03, 0.06, 0.22], [-0.13, -0.49, 0.08], [-0.09, 0.13, -0.39], [-0.05, -0.11, 0.08], [0.03, 0.02, -0.02], [0.07, 0.23, 0.08], [0.02, 0.06, -0.05], [0.13, 0.08, 0.21], [-0.05, -0.10, 0.21], [-0.09, 0.07, -0.35], [0.16, -0.21, -0.06], [0.01, 0.13, -0.13], [-0.01, -0.09, 0.10], [0.12, 0.03, 0.05], [-0.07, 0.01, -0.08], [-0.07, 0.11, 0.01], [-0.25, -0.14, 0.09], [0.39, 0.26, -0.48], [0.17, 0.38, -0.04], [-0.13, -0.24, 0.10], [0.02, -0.09, 0.18], [-0.04, 0.02, 0.06], [0.25, -0.06, -0.06], [-0.42, -0.24, 0.20], [-0.73, 0.80, -0.27], [-0.75, -0.64, 0.65], [0.76, 0.24, -0.84], [-0.20, -0.05, 0.30], [-0.06, 0.21, -0.18], [0.00, -0.12, 0.11], [0.35, -0.04, -0.17], [0.09, -0.36, 0.18], [0.26, -0.07, 0.03], [0.48, -0.12, 0.03], [-0.04, 0.06, -0.21], [-0.04, -0.07, 0.27], [-0.20, 0.15, 0.12], [-0.19, 0.10, -0.61], [-0.61, 0.80, -0.52], [0.59, -0.99, -0.33], [-0.09, 0.53, 0.35], [0.27, 0.17, -0.49], [-0.31, -0.20, 0.34], [0.20, -0.02, 0.18], [-0.02, 0.00, 0.03], [0.17, -0.12, 0.44], [0.10, -0.02, 0.04], [0.38, -0.35, 0.31], [-0.44, 0.04, 0.37], [-0.01, 0.08, -0.16], [0.32, 0.17, -0.38], [0.66, -0.24, 0.17], [-0.52, -0.11, -0.05], [-0.11, -0.17, 0.05], [0.16, -0.41, -0.07], [0.05, 0.40, -0.04], [-0.25, 0.06, -0.02], [-0.12, -0.21, 0.15], [-0.12, 0.12, -0.02], [-0.15, 0.04, 0.31], [-0.31, 0.19, 0.01], [0.33, 0.13, -0.11], [0.03, 0.09, -0.08], [1.09, -0.27, 0.75], [0.46, -0.71, -0.78], [0.32, 1.40, 0.97], [0.20, -0.04, -0.14], [-0.16, -0.07, 0.17], [0.05, 0.00, -0.09], [-0.32, 0.14, 0.04], [-0.41, 0.09, -0.16], [-0.22, -0.03, -0.04], [-0.33, 0.16, -0.32], [-0.21, 0.33, 0.31], [-0.50, -0.41, -0.31], [0.08, -0.63, -0.32], [0.54, 0.19, -0.09], [-0.28, 0.03, 0.44], [-0.19, -0.08, -0.68], [0.03, -0.06, 0.23], [-0.68, 0.24, 0.58], [0.53, -0.10, -0.24], [0.14, -0.01, -0.19], [-0.16, -0.06, -0.08], [-0.21, 0.06, -0.03], [-0.04, 0.06, -0.25], [0.08, -0.28, 0.10], [-0.03, 0.12, 0.03], [0.33, 0.03, 0.17]], "lowdin_charge": [0.695, -0.687, -0.723, 0.640, 0.054, 0.049, 0.054, 0.050, 0.722, -0.675, -0.668, 0.608, 0.038, 0.047, 0.039, 0.024, 0.601, -0.656, -0.636, 0.659, 0.047, 0.053, 0.038, 0.039, -0.051, -0.289, -0.096, 0.062, -0.572, 0.167, 0.072, 0.095, 0.090, 0.027, 0.149, 0.136, 0.136, -0.014, -0.311, -0.067, 0.084, -0.582, 0.150, 0.057, 0.089, 0.093, 0.076, 0.082, 0.134, 0.120, -0.022, -0.289, -0.100, 0.044, -0.589, 0.152, 0.091, 0.095, 0.088, 0.092, 0.155, 0.050, 0.087, -0.025, -0.319, -0.050, 0.056, -0.576, 0.159, 0.081, 0.099, 0.085, 0.066, 0.120, 0.134, 0.134, -0.020, -0.325, -0.084, 0.072, -0.581, 0.154, 0.049, 0.097, 0.081, 0.094, 0.144, 0.135, 0.116], "smiles": "C[C@H]1COC(=O)O1.C[C@H]1COC(=O)O1.C[C@H]1COC(=O)O1.C[C@H]1COC(=O)O1.C[C@H]1COC(=O)O1.BrCCBr.BrCCBr.BrCCBr", "e_tot_ha": -17588.69147, "orbital_gap_ev": 10.1, "e_above_lowest_kcal_mol": 16.1}

{"formula": "H30NO13", "method": "the ωB97M-V functional and the def2-TZVPD basis", "symbols": ["N", "H", "H", "H", "H", "O", "H", "H", "O", "H", "H", "O", "H", "H", "O", "H", "H", "O", "H", "H", "O", "H", "H", "O", "H", "H", "O", "H", "H", "O", "H", "H", "O", "H", "H", "O", "H", "H", "O", "H", "H", "O", "H", "H"], "coordinates": [[2.4116, 0.3450, 13.7433], [2.7260, 1.0403, 14.3897], [3.1961, 0.1161, 13.0967], [1.7026, 0.8021, 13.1855], [2.0346, -0.4077, 14.2269], [5.1170, -1.1001, 12.3017], [5.2588, -2.0359, 12.1005], [4.6120, -0.8329, 11.4906], [-0.2266, -1.8625, 13.7737], [0.4084, -2.0980, 13.1306], [-0.9349, -2.4588, 13.6549], [2.3720, -1.2040, 16.9730], [2.6708, -0.3645, 17.2657], [1.5255, -1.3673, 17.3555], [0.9042, 3.0088, 13.9472], [0.0065, 3.2443, 13.6293], [1.0242, 3.6507, 14.6152], [2.4821, 2.4929, 11.5466], [2.6773, 2.8729, 12.4092], [1.7331, 2.9391, 11.2057], [3.4302, 1.2707, 17.4666], [3.8444, 1.8234, 18.1500], [2.8974, 1.9091, 16.9982], [2.9382, -2.7178, 14.1258], [2.6130, -2.5475, 13.2571], [3.2728, -3.6093, 14.0378], [4.2201, 2.9296, 13.6700], [3.9777, 3.7935, 13.9821], [5.0055, 2.9878, 13.1526], [5.2157, 0.5549, 15.2885], [5.8329, 1.2632, 15.1607], [4.7938, 0.6125, 16.1272], [1.6327, -1.8946, 11.7925], [1.1904, -1.1179, 11.3502], [1.6145, -2.5991, 11.1287], [0.3995, 0.1909, 10.5781], [0.6775, 0.7231, 9.8188], [-0.1768, 0.7636, 11.1047], [-0.5503, 0.4373, 15.0440], [-0.4272, -0.3650, 14.5463], [-0.8238, 1.0164, 14.3095], [3.9445, 0.4494, 10.2879], [3.5589, -0.2197, 9.7455], [3.2087, 0.9806, 10.5738]], "atomic_forces_ev_per_a": [[1.14, 1.70, -2.25], [0.66, 0.44, 0.62], [-0.15, -0.46, 0.83], [-0.34, 0.13, -0.13], [-0.59, -2.33, 1.33], [-0.93, -0.19, -1.31], [0.21, 0.08, 0.57], [0.78, 0.34, 0.86], [-0.25, 1.23, 1.19], [1.44, -0.51, -1.29], [-1.35, -0.99, 0.03], [0.37, -1.22, -1.28], [0.31, 1.13, 0.76], [-0.85, -0.08, 0.44], [-1.14, -0.53, -1.47], [0.70, -0.32, 0.13], [0.40, 1.07, 1.40], [0.72, -1.04, 0.02], [0.22, 0.10, 0.14], [-1.05, 0.86, -0.43], [0.48, 0.65, 0.53], [0.00, -0.50, -0.01], [-0.44, 0.19, -0.34], [0.17, -0.15, 0.74], [-0.32, 0.42, -1.06], [0.26, -0.32, 0.43], [-1.37, -0.78, 0.60], [0.31, 0.74, 0.10], [0.95, 0.26, -0.62], [-0.15, -0.98, -1.56], [0.29, 0.49, 0.30], [-0.23, 0.39, 1.24], [-0.35, 0.49, -0.87], [0.41, -0.72, 0.23], [0.02, 0.12, 0.16], [-0.12, 0.49, 0.03], [-0.09, -0.18, 0.13], [0.04, -0.22, -0.25], [-0.08, 1.59, -0.54], [0.07, -1.47, -0.02], [-0.05, 0.08, 0.82], [0.63, -0.05, 0.20], [-0.28, -0.75, -0.84], [-0.43, 0.83, 0.42]], "nbo_charge": [-0.846, 0.449, 0.475, 0.429, 0.459, -0.956, 0.468, 0.476, -0.970, 0.494, 0.488, -0.958, 0.477, 0.471, -0.961, 0.483, 0.482, -0.983, 0.510, 0.472, -0.952, 0.498, 0.475, -0.944, 0.464, 0.472, -0.965, 0.480, 0.501, -0.960, 0.470, 0.486, -1.013, 0.514, 0.497, -0.956, 0.499, 0.490, -0.951, 0.486, 0.438, -0.943, 0.465, 0.490], "e_tot_ha": -1050.64621, "orbital_gap_ev": 9.7, "total_charge": 1, "e_above_lowest_kcal_mol": 87.3}